The following is a quantum chemistry calculation of 4 unconnected molecules or ions with the total composition C23H48BBrF7O14P2, from OMol25.

The geometry in XYZ format:
```
96
Properties=species:S:1:pos:R:3:forces:R:3:mulliken_charge:R:1
O 2.4115 -1.8975 0.6542 -3.8 4.5 -1.6 -0.600
P 1.2436 -0.8500 0.2841 3.1 -2.4 2.3 0.641
O 1.7877 0.4117 -0.7906 -2.0 -0.6 1.5 -0.494
O 0.7197 -0.2043 1.8540 1.6 0.9 -2.8 -0.434
P -0.3353 -2.1034 -0.6552 1.1 -0.4 -1.8 -0.403
B -1.7168 -2.1574 0.6692 -1.4 1.0 -0.7 1.122
O -3.0380 -2.7490 0.3423 -1.3 1.6 1.3 -0.667
C -3.9116 -2.0700 1.3563 0.7 -2.5 1.0 -0.346
C -3.1565 -0.6675 1.7775 1.0 -1.2 -1.9 -0.263
Br -2.4459 -0.9408 3.6680 0.3 -0.6 -0.6 -0.147
C -4.0487 0.7023 1.9813 0.3 -0.8 1.7 0.849
F -3.7414 1.2499 3.3531 -1.9 -0.3 -4.4 -0.308
F -5.4737 0.2843 1.9928 3.9 1.9 -0.2 -0.316
C -3.6949 1.9107 0.9270 0.5 -0.1 -1.7 0.639
F -2.2307 2.2824 0.9218 -5.1 -1.5 0.0 -0.266
F -4.1031 1.4151 -0.4405 1.4 1.8 4.4 -0.278
C -4.4941 3.3304 1.2361 0.6 1.6 -1.0 0.664
F -3.6987 4.0436 2.2642 -3.4 -2.2 -3.2 -0.241
F -5.9269 3.1573 1.5687 5.2 0.7 -0.9 -0.237
F -4.4026 4.1499 -0.0191 -0.6 -2.4 4.3 -0.279
O -2.0794 -0.6996 0.7756 -2.6 1.9 3.6 -0.420
H 1.0293 1.0075 -1.0909 1.2 -1.3 0.7 0.324
H 1.2937 0.5780 2.1120 -0.8 -1.4 -0.5 0.272
H -0.7754 -1.3826 -1.8565 0.2 0.2 1.1 -0.069
H -1.1835 -2.6321 1.6049 0.3 -0.2 0.8 -0.234
H -5.0408 -2.0569 1.0501 2.3 0.3 0.4 0.181
H -3.7391 -2.7902 2.2917 -1.0 1.8 -1.7 0.265
C 3.5345 -4.1906 -6.8213 0.0 0.5 0.2 -0.776
O 3.2169 -2.9091 -6.3038 0.0 -0.4 0.1 -0.252
C 1.9356 -2.8789 -5.6702 0.5 0.5 0.0 -0.653
C 1.8823 -1.7570 -4.6303 0.0 -0.4 0.3 -0.451
O 2.5482 -2.0887 -3.4040 0.3 0.1 -0.6 -0.277
C 3.9816 -2.1084 -3.4554 -0.2 0.3 0.3 -0.039
C 4.6018 -0.7128 -3.5703 -0.2 -0.4 -0.5 -0.554
O 4.5382 -0.2507 -4.9208 -0.2 0.4 0.0 -0.252
C 4.5911 1.1639 -5.0114 -0.1 -0.5 -0.1 -0.769
H 2.8203 -4.4768 -7.5976 0.0 -0.2 0.0 0.322
H 4.5358 -4.1458 -7.2559 -0.1 0.1 0.0 0.227
H 3.5427 -4.9341 -6.0184 -0.1 -0.1 0.0 0.324
H 1.7252 -3.8381 -5.1817 0.0 0.1 0.0 0.363
H 1.1890 -2.6972 -6.4478 -0.3 0.0 0.0 0.421
H 0.8326 -1.6017 -4.3579 0.1 -0.2 0.1 0.376
H 2.2454 -0.8090 -5.0312 0.2 -0.1 -0.2 0.200
H 4.3378 -2.7821 -4.2370 0.0 0.2 -0.2 0.169
H 4.2985 -2.5403 -2.4995 -0.2 0.2 0.0 0.074
H 5.6573 -0.7523 -3.2849 0.1 0.0 0.2 0.386
H 4.0693 -0.0232 -2.9045 0.0 -0.1 0.0 0.300
H 3.7487 1.6117 -4.4748 0.1 0.1 0.1 0.311
H 4.5123 1.4432 -6.0656 0.1 -0.1 0.1 0.235
H 5.5369 1.5377 -4.6131 0.0 0.2 0.1 0.316
C -7.1369 6.0962 0.5441 -0.2 0.0 0.3 -0.617
O -7.3879 6.4242 1.9007 0.3 0.2 -0.1 -0.347
C -6.3572 5.9571 2.7745 -0.6 0.4 0.2 -0.328
C -6.3117 6.8077 4.0463 0.4 -0.1 -0.3 -0.516
O -5.6630 8.0732 3.8589 -0.5 0.0 -0.2 -0.491
C -6.4012 9.0506 3.1122 0.1 0.0 0.4 -0.319
C -7.5940 9.6251 3.8819 -0.1 -0.6 -0.5 -0.587
O -8.6992 8.7210 3.8322 0.1 0.0 0.4 -0.243
C -9.6039 8.9132 4.9077 0.2 -0.2 -0.4 -0.790
H -7.1136 5.0116 0.4114 0.1 0.0 -0.2 0.182
H -7.9431 6.5134 -0.0638 0.0 0.0 0.2 0.285
H -6.1934 6.5408 0.2132 0.1 -0.1 -0.1 0.323
H -5.3817 5.9972 2.2749 0.0 0.0 0.1 0.270
H -6.5898 4.9204 3.0320 0.2 0.0 0.2 0.391
H -5.7017 6.2753 4.7843 0.1 0.1 -0.2 0.429
H -7.3007 6.9345 4.4902 -0.1 0.0 -0.3 0.146
H -6.6917 8.6614 2.1346 -0.3 -0.1 0.1 0.123
H -5.6939 9.8671 2.9281 0.0 -0.1 0.2 0.400
H -7.9151 10.5636 3.4200 0.1 0.2 0.0 0.420
H -7.2991 9.8122 4.9213 0.0 0.0 0.0 0.355
H -9.0971 8.7545 5.8648 0.0 0.1 0.1 0.333
H -10.4049 8.1743 4.8183 0.1 0.1 -0.1 0.232
H -10.0371 9.9151 4.8689 -0.1 0.1 0.1 0.320
C 6.8183 -8.6408 2.2308 -0.1 0.5 -0.1 -0.794
O 6.8462 -7.2706 1.8661 0.2 -0.3 -0.2 -0.230
C 8.1535 -6.8337 1.4867 -0.7 0.3 0.0 -0.590
C 8.0604 -5.6265 0.5502 0.1 -0.3 -0.2 -0.328
O 7.7213 -5.9799 -0.7980 -0.2 -0.1 0.4 -0.495
C 6.3615 -6.3807 -1.0170 0.0 0.4 -0.2 -0.491
C 5.3673 -5.2191 -0.9299 0.0 -0.4 0.9 -0.382
O 5.0797 -4.9129 0.4357 0.7 -0.3 -0.4 -0.342
C 4.6212 -3.5814 0.6065 -0.2 -0.3 -0.1 -0.748
H 7.4482 -8.8158 3.1067 0.1 -0.2 0.0 0.320
H 5.7874 -8.9098 2.4723 0.1 0.2 0.0 0.236
H 7.1478 -9.2642 1.3940 0.1 -0.1 0.0 0.331
H 8.6991 -7.6422 0.9850 0.0 0.0 0.0 0.352
H 8.6836 -6.5519 2.4003 0.3 0.0 0.0 0.411
H 9.0551 -5.1714 0.4896 0.0 -0.2 -0.1 0.405
H 7.3877 -4.8589 0.9367 -0.2 -0.2 0.1 0.128
H 6.0850 -7.2084 -0.3613 -0.1 0.2 0.2 0.149
H 6.3369 -6.7692 -2.0414 0.1 0.1 0.1 0.422
H 4.4254 -5.5014 -1.4096 0.0 0.0 -0.3 0.480
H 5.7874 -4.3430 -1.4382 0.0 0.0 -0.1 0.233
H 5.3810 -2.8704 0.2671 0.0 0.1 -0.1 0.308
H 4.4469 -3.4127 1.6726 -0.1 -0.1 -0.2 0.317
H 3.6863 -3.4261 0.0634 0.2 0.1 0.1 0.377
```
Forces are in eV/Å.

* Kohn-Sham gap: 7.5 eV
* charge: -1